Record 1
Below is a molecular structure, C37H51I2O2Se2Ta, with properties calculated with ωB97M-V/def2-TZVPD.

Atoms and positions in Å:
Ta: 0.80116 2.09373 0.94334
C: 2.57112 -5.10447 0.17624
C: 3.83079 -4.28102 0.47581
C: 4.34035 -4.60868 1.88490
C: 4.91191 -4.65221 -0.53632
C: 3.47112 -2.79953 0.41294
C: 2.47393 -2.30388 1.26613
C: 2.14534 -0.97489 1.18112
Se: 0.73781 -0.23683 2.26169
C: -0.78452 -0.79772 1.20884
C: -1.19637 -2.10418 1.22150
C: -2.34507 -2.45358 0.49652
C: -3.04974 -1.44025 -0.12934
C: -2.68205 -0.07749 -0.14435
C: -1.49336 0.18431 0.51128
O: -0.87590 1.45803 0.51586
C: -3.62293 0.89088 -0.86653
C: -3.67783 0.50731 -2.35041
C: -3.21560 2.35483 -0.76413
C: -5.01990 0.74873 -0.23885
C: -2.76731 -3.91881 0.43629
C: -2.94956 -4.45716 1.86027
C: -4.07370 -4.10982 -0.33101
C: -1.65765 -4.70628 -0.27394
C: 2.80645 -0.10703 0.30966
O: 2.35970 1.22437 0.39585
C: 3.79530 -0.53158 -0.55279
C: 4.08155 -1.90981 -0.45293
C: 4.59985 0.28600 -1.56871
C: 6.08132 0.21557 -1.17017
C: 4.19455 1.75694 -1.65565
C: 4.40668 -0.33296 -2.95873
H: 2.81710 -6.16530 0.15116
H: 2.14100 -4.83467 -0.78902
H: 1.80588 -4.96895 0.94218
H: 4.60116 -5.66449 1.94858
H: 3.58862 -4.41306 2.64981
H: 5.22967 -4.02708 2.12706
H: 5.12794 -5.71622 -0.45333
H: 5.84498 -4.11802 -0.35558
H: 4.59731 -4.46408 -1.56366
H: 1.98347 -2.95573 1.97625
H: -0.66066 -2.85275 1.78785
H: -3.95462 -1.69976 -0.65357
H: -2.69896 0.60741 -2.82164
H: -4.37322 1.16215 -2.87468
H: -4.01741 -0.51653 -2.49732
H: -2.28594 2.56071 -1.29611
H: -3.11289 2.68633 0.26792
H: -3.99088 2.96290 -1.23030
H: -5.45504 -0.23426 -0.40515
H: -5.69285 1.47916 -0.68637
H: -4.98839 0.92869 0.83625
H: -3.70806 -3.89568 2.40557
H: -2.02553 -4.42659 2.43729
H: -3.26842 -5.49778 1.81964
H: -4.90597 -3.58022 0.13303
H: -4.32828 -5.16826 -0.33995
H: -3.99154 -3.78818 -1.36958
H: -0.70739 -4.63698 0.25751
H: -1.50369 -4.34395 -1.29096
H: -1.92837 -5.75986 -0.32897
H: 4.84773 -2.29116 -1.10974
H: 6.22923 0.54091 -0.13947
H: 6.66615 0.86576 -1.81962
H: 6.48437 -0.79125 -1.26773
H: 4.30292 2.27627 -0.70763
H: 3.16910 1.87904 -2.01314
H: 4.84822 2.25208 -2.37481
H: 4.70692 -1.37806 -2.99473
H: 5.01469 0.20524 -3.68538
H: 3.36543 -0.27046 -3.27833
I: 3.00653 4.24047 1.84861
I: 5.62212 4.05495 1.40932
C: -4.02938 6.89451 -0.85831
C: -3.09246 6.01914 -0.08031
C: -1.94540 5.49133 -0.66407
C: -1.05137 4.70818 0.05153
C: 0.13487 4.20214 -0.71606
C: -1.31657 4.46757 1.41664
Se: 0.03551 3.77524 2.60569
C: -2.49613 4.94092 2.02142
C: -2.88891 4.67419 3.44596
C: -3.35594 5.70977 1.24344
H: -3.69805 7.02135 -1.88661
H: -4.09912 7.88027 -0.39929
H: -5.03249 6.46906 -0.87128
H: -1.75089 5.69109 -1.70996
H: 0.00580 4.34670 -1.78803
H: 0.19074 3.08006 -0.74247
H: 1.08726 4.65712 -0.43973
H: -2.22035 3.99415 3.96889
H: -3.88492 4.23175 3.47327
H: -2.92941 5.60414 4.01226
H: -4.26263 6.08610 1.70139

Summary:
Relative energy (zero: lowest compared OMol25 entry of this formula, charge and spin) in kJ/mol: 0.0
Energy in eV: -191725.4665
Orbital gap in eV: 6.08
Max |F| in Eh/bohr: 0.0156
HOMO level in eV: -14.0
Charge: +2



Record 2
Below is a single C4H7NO molecule, with properties calculated with ωB97M-V/def2-TZVPD.

Atoms and positions in Å:
C: 1.44591 0.49057 -0.80096
N: 1.08419 -0.92390 -0.81513
C: 0.03277 0.07333 -0.96482
C: -0.95470 0.37736 0.13087
C: -1.14588 -0.46529 1.31496
O: -0.42869 0.75870 1.39295
H: 1.70203 0.93853 0.15620
H: 2.02678 0.83405 -1.65309
H: 1.10451 -1.30235 0.12831
H: -0.40802 0.09222 -1.96052
H: -1.80910 0.97123 -0.20165
H: -2.10823 -0.48157 1.82540
H: -0.54158 -1.36288 1.44748

Summary:
Structure (SMILES): C1N[C@H]1[C@H]1CO1
Relative energy (zero: lowest compared OMol25 entry of this formula, charge and spin) in kJ/mol: 294.3
Energy in eV: -7796.5941
Orbital gap in eV: 10.69
Max |F| in Eh/bohr: 0.0063
HOMO level in eV: -9.5
Charge: 0



Record 3
Below is 2 unconnected molecules or ions with the total composition C2H5NOS, with properties calculated with ωB97M-V/def2-TZVPD.

Atoms and positions in Å:
C: 1.90570 0.89002 0.44352
C: -1.70946 0.04826 0.40867
H: 0.97982 1.46051 0.88124
H: 2.37528 1.23599 -0.64578
H: 3.17075 0.35590 1.24665
H: -0.44864 -1.26964 1.51639
H: -2.31957 -0.03738 1.38891
N: -0.46508 -0.67282 0.56167
O: -1.88832 0.72351 -0.58848
S: 0.83919 -0.52833 -0.54527

Summary:
Relative energy (zero: lowest compared OMol25 entry of this formula, charge and spin) in kJ/mol: 430.6
Energy in eV: -16523.9185
Orbital gap in eV: 9.46
Max |F| in Eh/bohr: 0.0976
HOMO level in eV: -9.1
Charge: 0



Please write out number 3 again, unchanged.
Below is 2 unconnected molecules or ions with the total composition C2H5NOS, with properties calculated with ωB97M-V/def2-TZVPD.

Atoms and positions in Å:
C: 1.90570 0.89002 0.44352
C: -1.70946 0.04826 0.40867
H: 0.97982 1.46051 0.88124
H: 2.37528 1.23599 -0.64578
H: 3.17075 0.35590 1.24665
H: -0.44864 -1.26964 1.51639
H: -2.31957 -0.03738 1.38891
N: -0.46508 -0.67282 0.56167
O: -1.88832 0.72351 -0.58848
S: 0.83919 -0.52833 -0.54527

Summary:
Relative energy (zero: lowest compared OMol25 entry of this formula, charge and spin) in kJ/mol: 430.6
Energy in eV: -16523.9185
Orbital gap in eV: 9.46
Max |F| in Eh/bohr: 0.0976
HOMO level in eV: -9.1
Charge: 0